[1]
{
  "formula": "C22H33BrF3N6O3PS",
  "method": "ωB97M-V/def2-TZVPD",
  "species": ["N", "C", "C", "N", "C", "C", "C", "C", "C", "C", "C", "N", "C", "C", "C", "O", "C", "F", "F", "F", "N", "S", "N", "P", "O", "Br", "H", "H", "H", "H", "H", "H", "H", "H", "H", "H", "H", "H", "H", "H", "H", "C", "C", "C", "C", "C", "C", "N", "O", "C", "C", "C", "H", "H", "H", "H", "H", "H", "H", "H", "H", "H", "H", "H", "H", "H", "H", "H", "H", "H"],
  "coordinates": [[-0.642, -0.191, -0.513], [0.239, 0.005, 0.382], [0.878, -1.195, 1.084], [0.160, -1.602, 2.340], [-0.939, -0.786, 2.738], [-0.873, 0.295, 3.583], [-1.972, 1.077, 3.896], [-3.197, 0.805, 3.319], [-3.273, -0.285, 2.453], [-2.181, -1.057, 2.154], [0.664, -2.693, 2.908], [1.664, -3.416, 2.430], [1.929, -4.454, 3.227], [2.992, -5.479, 3.049], [4.220, -5.332, 3.997], [4.122, -6.191, 5.113], [4.557, -3.886, 4.384], [5.818, -3.879, 4.902], [4.590, -3.079, 3.319], [3.765, -3.387, 5.342], [1.043, -4.354, 4.258], [0.951, -5.447, 5.588], [0.224, -3.260, 4.114], [-0.927, -2.990, 5.420], [-2.366, -2.514, 4.772], [-0.068, -1.169, 6.528], [-0.747, -1.205, -0.621], [0.520, 1.031, 0.644], [1.070, -2.052, 0.429], [1.877, -0.867, 1.433], [0.094, 0.547, 4.026], [-1.823, 1.896, 4.597], [-4.054, 1.437, 3.540], [-4.250, -0.478, 2.006], [-2.330, -1.871, 1.444], [2.598, -6.489, 3.244], [3.378, -5.511, 2.025], [5.093, -5.694, 3.422], [4.903, -6.057, 5.668], [1.035, -6.658, 4.967], [-2.550, -3.179, 4.087], [-1.615, 5.319, -5.788], [-1.523, 3.788, -5.640], [-0.100, 3.328, -5.994], [0.975, 3.692, -4.969], [0.431, 3.810, -3.541], [-0.877, 3.043, -3.284], [-1.878, 3.504, -4.238], [-3.075, 2.912, -4.075], [-1.335, 3.429, -1.874], [-0.610, 1.533, -3.305], [-2.449, 3.170, -6.684], [-2.627, 5.666, -5.576], [-1.361, 5.638, -6.806], [-0.938, 5.834, -5.104], [-0.098, 2.243, -6.123], [0.188, 3.732, -6.970], [1.765, 2.936, -5.005], [1.455, 4.634, -5.248], [1.202, 3.491, -2.834], [0.263, 4.870, -3.323], [-1.588, 4.490, -1.825], [-0.539, 3.240, -1.146], [-2.209, 2.856, -1.562], [0.139, 1.271, -2.554], [-0.239, 1.178, -4.269], [-1.511, 0.966, -3.070], [-2.138, 3.476, -7.687], [-3.481, 3.491, -6.556], [-2.421, 2.079, -6.647]],
  "atomic_forces_ev_per_a": [[0.5, 0.2, 0.4], [-0.7, -1.1, -0.4], [1.4, 1.2, 0.9], [0.7, 0.6, -1.3], [-1.6, -0.6, -0.2], [1.6, 0.2, 0.5], [0.0, 0.2, 0.1], [0.4, 0.0, 0.2], [-1.2, 0.7, 0.0], [-0.1, -0.4, -0.2], [-0.2, -0.7, 1.5], [1.0, -0.3, -1.4], [-1.6, 2.0, -0.2], [0.3, -0.4, 0.8], [0.6, -0.6, -0.7], [-0.4, 0.5, 0.1], [1.0, -0.4, 0.4], [-0.3, -0.1, 0.0], [-0.4, -0.1, 0.2], [-0.2, 0.1, -0.5], [1.3, -2.6, 0.9], [-0.1, 0.0, 0.5], [-1.0, 0.8, -1.1], [-0.5, -0.6, 1.3], [1.5, 0.0, -0.2], [-0.3, 0.0, -0.4], [-0.3, 0.1, -0.2], [0.0, -0.3, 0.1], [-0.5, 0.2, 0.1], [-0.2, -0.3, -0.3], [-0.3, -0.1, -0.1], [-0.2, -0.1, -0.2], [0.1, -0.3, -0.1], [0.4, -0.2, -0.1], [0.3, 0.1, 0.2], [0.1, 0.3, 0.0], [-0.4, 0.5, 0.1], [-0.2, 0.5, -0.1], [-0.1, -0.1, -0.1], [-0.2, 0.7, -0.4], [-0.4, 0.3, 0.0], [0.1, 0.3, -0.3], [0.6, 0.8, -0.4], [0.3, -0.2, 0.1], [0.1, 0.0, 0.0], [0.1, 0.3, -0.2], [0.7, 0.3, 0.2], [-0.6, -0.7, 0.0], [0.0, 0.0, 0.1], [-0.3, -0.1, 0.2], [0.0, -0.4, -0.2], [-0.4, -0.2, 0.2], [0.0, -0.1, 0.1], [0.0, 0.0, 0.0], [0.0, -0.1, 0.0], [-0.2, 0.0, 0.0], [-0.2, 0.1, 0.0], [0.0, 0.0, 0.0], [0.0, 0.0, 0.0], [-0.1, -0.1, 0.1], [-0.2, -0.1, 0.0], [0.0, 0.0, -0.1], [0.1, -0.1, -0.1], [0.0, 0.0, -0.2], [0.0, 0.1, 0.0], [0.0, 0.1, 0.0], [-0.1, 0.2, 0.0], [0.2, 0.1, 0.1], [0.0, -0.1, 0.2], [-0.1, 0.0, 0.1]],
  "mulliken_charge": [-0.29, -0.21, -1.01, 0.67, -0.65, -0.08, -0.78, -0.53, -0.76, -0.05, 0.39, -0.44, 0.43, -1.35, 0.05, -0.47, 0.76, -0.29, -0.25, -0.23, -0.13, -0.13, 0.53, 0.18, -0.46, -0.23, 0.21, 0.40, 0.50, 0.37, 0.62, 0.42, 0.44, 0.46, 0.48, 0.37, 0.38, 0.40, 0.34, 0.17, 0.35, -1.73, 1.44, -1.29, -0.67, -1.41, 1.67, 0.55, -0.83, -1.77, -1.37, -1.80, 0.40, 0.36, 0.34, 0.34, 0.57, 0.31, 0.35, 0.51, 0.34, 0.45, 0.29, 0.37, 0.18, 0.29, 0.39, 0.39, 0.35, 0.39],
  "orbital_gap_ev": 1.304,
  "charge": 0,
  "total_energy_ha": -5025.2634
}



[2]
{
  "formula": "C4H8O3",
  "method": "ωB97M-V/def2-TZVPD",
  "species": ["C", "C", "C", "C", "O", "O", "O", "H", "H", "H", "H", "H", "H", "H", "H"],
  "coordinates": [[0.957, -0.870, 0.167], [0.190, 0.480, 0.367], [-1.280, 0.223, 0.530], [-2.236, 0.734, -0.224], [2.050, -0.852, 1.041], [1.358, -1.032, -1.154], [0.506, 1.371, -0.670], [1.801, -0.208, -1.418], [2.594, -1.633, 0.881], [-0.005, 1.112, -1.448], [0.300, -1.727, 0.383], [0.592, 0.928, 1.283], [-1.516, -0.450, 1.342], [-3.271, 0.497, -0.054], [-2.039, 1.429, -1.025]],
  "atomic_forces_ev_per_a": [[-0.4, 0.0, 0.1], [0.2, -0.4, 0.2], [0.3, 0.1, 0.0], [-0.1, 0.0, 0.0], [0.3, 0.1, 0.3], [0.1, 0.0, -0.3], [0.0, 0.3, -0.2], [-0.1, -0.2, 0.1], [-0.1, 0.0, -0.1], [0.0, 0.0, 0.0], [0.2, 0.2, -0.1], [-0.1, 0.0, -0.1], [-0.1, -0.1, 0.1], [-0.2, -0.1, 0.1], [0.1, 0.1, -0.1]],
  "mulliken_charge": [0.13, 0.23, -0.27, -0.84, -0.54, -0.55, -0.58, 0.34, 0.32, 0.32, 0.31, 0.28, 0.36, 0.25, 0.24],
  "smiles": "C=C[C@H](O)C(O)O",
  "orbital_gap_ev": 10.819,
  "e_above_lowest_ev": 1.768,
  "charge": 0,
  "total_energy_ha": -382.8999
}



[3]
{
  "formula": "C17H35BCl4N4O5P",
  "method": "ωB97M-V/def2-TZVPD",
  "species": ["C", "C", "C", "N", "C", "P", "N", "O", "N", "C", "Cl", "C", "C", "C", "C", "O", "O", "C", "N", "C", "B", "O", "O", "C", "C", "C", "C", "Cl", "H", "H", "H", "H", "H", "H", "H", "H", "H", "H", "H", "H", "H", "H", "H", "H", "H", "H", "H", "H", "H", "H", "H", "H", "H", "H", "H", "H", "H", "H", "H", "Cl", "C", "C", "Cl", "H", "H", "H", "H"],
  "coordinates": [[2.899, -0.004, 1.640], [1.710, 0.894, 1.823], [1.234, 1.069, 3.238], [1.148, 1.573, 0.889], [0.818, 1.136, -0.424], [2.376, 1.389, -1.592], [1.918, 2.455, -2.832], [3.328, 2.336, -0.670], [-0.345, 2.040, -0.795], [-1.325, 1.566, -1.834], [-1.449, 2.910, -3.042], [-2.729, 1.407, -1.247], [-3.279, 2.624, -0.498], [-4.812, 2.523, -0.380], [-5.293, 3.028, 0.953], [-4.671, 3.787, 1.639], [-6.491, 2.554, 1.300], [-0.878, 0.302, -2.609], [0.219, -0.500, -2.040], [0.031, -1.909, -2.425], [0.601, -2.179, -3.895], [1.890, -1.778, -4.179], [-0.176, -2.807, -4.835], [0.438, -0.311, -0.603], [-0.725, -0.777, 0.324], [-0.349, -1.937, 1.259], [-1.037, -1.858, 2.629], [-0.883, -3.489, 0.503], [3.103, -0.599, 2.529], [3.758, 0.625, 1.396], [2.796, -0.696, 0.801], [1.242, 0.082, 3.704], [1.945, 1.687, 3.795], [0.252, 1.532, 3.259], [1.363, 2.026, -3.560], [1.551, 3.370, -2.591], [2.900, 3.132, -0.324], [-0.832, 2.227, 0.090], [0.019, 2.948, -1.090], [-3.365, 1.218, -2.115], [-2.798, 0.520, -0.619], [-3.047, 3.553, -1.014], [-2.854, 2.665, 0.509], [-5.250, 3.174, -1.141], [-5.179, 1.514, -0.563], [-6.643, 2.852, 2.213], [-1.772, -0.321, -2.733], [-0.590, 0.610, -3.616], [-1.005, -2.242, -2.296], [0.631, -2.529, -1.751], [2.005, -0.832, -4.031], [-0.312, -2.268, -5.622], [1.292, -0.944, -0.366], [-1.051, 0.067, 0.940], [-1.576, -1.091, -0.280], [0.734, -2.015, 1.365], [-0.374, -2.307, 3.372], [-1.243, -0.829, 2.922], [-1.941, -2.462, 2.636], [2.457, -3.565, 1.354], [4.113, -3.569, 2.029], [4.146, -4.209, 3.391], [3.288, -3.208, 4.595], [4.464, -2.542, 2.071], [4.740, -4.122, 1.333], [5.177, -4.305, 3.726], [3.687, -5.194, 3.383]],
  "atomic_forces_ev_per_a": [[-0.2, -0.5, -0.3], [0.4, 0.3, -0.3], [0.7, 0.5, -0.2], [-2.1, -0.9, 0.8], [2.7, 0.9, -0.2], [0.4, -0.9, -0.5], [-0.4, 0.0, 0.6], [-0.6, 0.3, 0.0], [-0.3, -0.2, 0.1], [-0.4, 0.1, -0.6], [0.1, 0.0, 0.1], [-0.2, 0.4, -0.3], [-0.2, -0.4, 0.1], [0.3, 0.1, -0.1], [-0.1, -0.1, -0.2], [0.4, 0.3, 0.4], [-0.1, -0.3, 0.1], [0.3, -0.3, 0.1], [-0.5, 0.4, 0.3], [0.4, -0.3, -0.1], [0.0, 0.0, 0.0], [-0.6, 0.5, -0.7], [-0.3, 0.4, 0.5], [-1.2, -0.6, -0.3], [0.3, 0.1, 0.0], [-0.8, 0.2, 0.2], [0.6, -0.4, 0.0], [0.4, -0.1, -0.1], [0.0, 0.1, 0.0], [0.0, 0.1, 0.1], [0.0, 0.1, 0.0], [-0.2, 0.0, 0.1], [-0.1, -0.1, 0.1], [0.0, 0.0, 0.1], [0.1, 0.1, -0.1], [0.1, 0.1, -0.2], [0.3, 0.0, 0.1], [0.0, 0.0, 0.0], [0.1, 0.0, -0.1], [0.0, -0.1, 0.0], [0.1, 0.0, 0.0], [0.2, 0.0, 0.1], [0.0, 0.2, 0.0], [-0.2, -0.2, 0.0], [0.0, 0.0, 0.1], [-0.2, 0.1, -0.1], [-0.1, 0.1, 0.1], [0.0, 0.0, 0.0], [0.0, 0.1, 0.0], [0.0, 0.1, 0.0], [0.5, -0.2, 0.5], [0.4, -0.5, -0.3], [0.2, 0.3, -0.1], [0.0, -0.1, 0.1], [0.0, 0.0, 0.0], [-0.3, 0.1, 0.0], [-0.1, 0.1, 0.1], [0.0, 0.0, 0.0], [-0.2, 0.3, 0.0], [0.3, -0.2, -0.1], [0.1, 0.0, -0.1], [0.1, 0.0, 0.0], [0.0, 0.0, 0.0], [0.0, 0.0, 0.0], [0.0, -0.1, 0.0], [0.0, 0.0, 0.0], [-0.1, 0.0, 0.0]],
  "mulliken_charge": [-1.04, 0.99, -1.49, -0.34, -0.85, 0.13, -0.55, -0.47, 0.38, 1.30, -0.04, -1.47, -0.71, -0.80, 0.50, -0.55, -0.45, -2.10, 0.77, -0.69, 0.59, -0.60, -0.58, -1.09, -2.11, 1.83, -1.59, -0.16, 0.34, 0.37, 0.32, 0.38, 0.33, 0.37, 0.30, 0.27, 0.35, 0.41, 0.71, 0.58, 0.25, 0.32, 0.50, 0.35, 0.41, 0.37, 0.36, 0.59, 0.24, 0.26, 0.32, 0.31, 1.71, 0.32, 0.94, -1.06, 0.33, 0.36, 0.45, -0.04, -0.49, -0.42, -0.17, 0.21, 0.42, 0.33, 0.33],
  "orbital_gap_ev": 8.838,
  "charge": 1,
  "total_energy_ha": -3470.8531
}



| no. | F_max (eV Å⁻¹) |
| --- | --- |
| 1 | 3.1 |
| 2 | 0.5 |
| 3 | 2.9 |